The following is a quantum chemistry calculation of C20H26N7PS3Yb as an isolated structure, from OMol25.

As for the spin multiplicity: 2. The lowest unoccupied orbital energy (alpha / beta) is -4.0 / -4.0 eV. As for the HOMO-LUMO gap (alpha / beta): 5.46 / 5.47 eV. As for the total charge: +1. Its expectation value of S² is 0.7509. As for the energy relative to the best compared isomer or geometry (same formula, charge and spin): 0.000 eV.

XYZ file:
```
58
Properties=species:S:1:pos:R:3:forces:R:3
Yb 0.108574 0.133905 -0.780228 -0.245 0.644 -0.036
C 1.161123 3.227041 2.671984 0.020 0.034 -0.001
C 1.033477 2.061700 1.743486 0.427 -0.059 0.049
N -0.045416 1.609788 1.233702 -0.147 -0.117 -0.142
N -1.242038 2.195233 1.521399 0.022 -0.206 -0.092
C -2.396585 1.668847 1.036712 0.087 0.193 0.038
N -3.498736 2.334489 1.374538 -0.101 -0.067 -0.004
S -2.499359 0.290392 0.072929 0.173 0.004 0.025
C 2.292975 1.341452 1.349153 -0.346 0.216 0.113
C 3.521173 1.720023 1.848419 0.220 -0.010 0.026
C 4.660763 1.035883 1.432155 -0.049 0.111 0.083
C 4.531920 -0.002042 0.535145 -0.024 -0.084 -0.073
C 3.259717 -0.320736 0.081840 0.081 0.054 0.068
N 2.171349 0.329640 0.478714 -0.136 -0.244 -0.169
H 0.222625 3.703632 2.937359 -0.017 -0.024 -0.003
H 1.793537 3.987941 2.211978 -0.003 -0.002 -0.006
H 1.635674 2.912951 3.602323 0.002 -0.006 -0.008
H -1.259279 3.062155 2.035538 0.001 0.028 -0.018
H -3.494101 3.160334 1.949995 0.013 0.004 -0.005
H -4.381567 2.012189 1.014546 0.002 0.006 -0.004
H 3.610021 2.540107 2.544597 0.011 -0.009 -0.009
H 5.633557 1.325598 1.806361 -0.014 -0.005 0.001
H 5.387812 -0.555718 0.177068 -0.002 0.011 0.006
H 3.115058 -1.117577 -0.638807 -0.012 -0.009 -0.011
S 0.812263 2.429917 -1.746230 -0.175 -0.300 0.039
C 0.680575 2.246731 -3.510955 0.040 0.068 0.114
C 1.092365 3.321449 -4.300220 0.000 0.028 0.003
C 1.031862 3.264783 -5.681478 -0.006 -0.027 0.020
C 0.554734 2.117249 -6.300421 0.001 -0.002 0.032
C 0.142502 1.044723 -5.528878 -0.017 -0.018 -0.024
C 0.195851 1.092009 -4.135694 -0.053 -0.139 0.044
S -0.365196 -0.351914 -3.249685 0.221 0.061 0.060
H 1.465659 4.211673 -3.809457 -0.006 -0.016 -0.002
H 1.357596 4.111964 -6.271090 -0.005 -0.009 0.011
H 0.503265 2.056651 -7.379470 -0.006 -0.007 0.004
H -0.231432 0.146310 -6.003503 0.000 0.011 0.010
C -1.151647 -5.606786 -0.874368 -0.021 -0.022 0.007
N -1.325712 -4.732041 -2.030360 0.051 0.047 0.008
C -0.216198 -4.945833 -2.962761 0.002 0.000 0.021
N 1.105530 -4.778848 -2.351252 -0.033 0.071 0.037
C 1.202482 -5.652383 -1.183889 -0.039 0.028 0.035
N 0.137049 -5.443558 -0.198914 0.045 0.029 -0.047
C 0.244538 -4.147887 0.457961 -0.025 0.111 -0.036
P 0.109931 -2.752205 -0.767431 0.066 -0.016 -0.246
C -1.436418 -3.334400 -1.634713 0.095 -0.080 0.075
C 1.356862 -3.384912 -2.001910 -0.115 -0.183 0.128
H -1.219314 -6.640141 -1.216522 -0.001 -0.010 -0.009
H -1.957990 -5.426198 -0.161597 0.000 0.003 0.007
H -0.312654 -4.254273 -3.800289 -0.004 0.001 -0.004
H -0.286087 -5.966540 -3.340069 0.002 -0.014 -0.004
H 2.171252 -5.506255 -0.703068 0.008 0.009 0.008
H 1.140676 -6.686380 -1.525038 -0.003 -0.005 -0.015
H 1.198820 -4.073245 0.983236 0.026 -0.034 0.001
H -0.546861 -4.043137 1.202736 -0.014 -0.029 0.013
H -1.618951 -2.704875 -2.506124 0.018 -0.003 -0.035
H -2.278255 -3.213229 -0.949131 -0.039 -0.001 -0.011
H 2.355703 -3.298894 -1.564982 0.035 -0.010 -0.030
H 1.312524 -2.750691 -2.887169 -0.010 -0.003 -0.043
```
Forces are in eV/Å.

Results of the Mulliken charge analysis, in e, for atoms 1 through 2: 0.162 -1.589